{
  "formula": "C28H72Cl3N4NaO14",
  "method": "the ωB97M-V functional and the def2-TZVPD basis",
  "total_charge": 0,
  "de_lowest_kcal_mol": 170.69,
  "gap_ev": 3.4,
  "max_force_ev_per_a": 3.17,
  "elements": ["Na", "Cl", "O", "O", "O", "O", "Cl", "C", "C", "Cl", "H", "H", "H", "H", "C", "O", "H", "H", "H", "H", "C", "O", "H", "H", "H", "H", "C", "O", "C", "C", "N", "C", "C", "O", "C", "H", "H", "H", "H", "H", "H", "H", "H", "H", "H", "H", "H", "H", "H", "H", "C", "O", "C", "C", "N", "C", "C", "O", "C", "H", "H", "H", "H", "H", "H", "H", "H", "H", "H", "H", "H", "H", "H", "H", "C", "O", "C", "C", "N", "C", "C", "O", "C", "H", "H", "H", "H", "H", "H", "H", "H", "H", "H", "H", "H", "H", "H", "H", "C", "O", "C", "C", "N", "C", "C", "O", "C", "H", "H", "H", "H", "H", "H", "H", "H", "H", "H", "H", "H", "H", "H", "H"],
  "xyz": [[-0.15340, 4.06335, -4.78190], [-1.44701, -1.65236, -0.21683], [-0.84168, -1.56067, 1.04159], [-0.87128, -2.80645, -0.83514], [-2.84373, -1.87157, -0.03738], [-1.12878, -0.50704, -1.03737], [4.64577, -2.15842, 6.95706], [3.58703, -0.84721, 7.54851], [2.13964, -1.39704, 7.76942], [2.09846, -2.32274, 9.34106], [3.44321, -0.05600, 6.81270], [3.95198, -0.43697, 8.49010], [1.91050, -2.03048, 6.91249], [1.34307, -0.65432, 7.81346], [-2.07868, -9.18023, -0.18805], [-2.38673, -8.20368, 0.82068], [-2.68649, -10.08474, -0.21070], [-2.25243, -8.82252, -1.20293], [-1.03998, -9.48816, -0.06810], [-2.24221, -7.28337, 0.58887], [5.85246, -0.26534, -1.31149], [7.06574, -0.70849, -1.97062], [5.48724, 0.69496, -1.67557], [4.97663, -0.89924, -1.44999], [6.04122, -0.19641, -0.24017], [7.67070, -0.02780, -1.66683], [-16.94507, -3.46028, -2.72684], [-15.56491, -3.45030, -3.10479], [-14.93317, -2.24361, -2.67380], [-13.44359, -2.27218, -2.94148], [-12.81697, -3.30997, -2.18944], [-11.39345, -3.39291, -2.44598], [-10.92479, -4.76608, -1.82484], [-11.66462, -5.91999, -2.25487], [-11.19733, -7.20924, -1.85123], [-17.18164, -3.44675, -1.66290], [-17.41185, -4.37736, -3.08627], [-17.56804, -2.66456, -3.13530], [-15.06123, -2.19452, -1.59246], [-15.34345, -1.37154, -3.18298], [-12.93901, -1.35852, -2.62726], [-13.28673, -2.26792, -4.02012], [-13.28008, -4.16730, -2.45518], [-11.01739, -2.48342, -1.97748], [-11.23544, -3.40077, -3.52445], [-11.06505, -4.73227, -0.74442], [-9.85802, -4.83105, -2.03903], [-10.36576, -7.51831, -2.48452], [-11.87304, -8.05038, -2.00609], [-10.92982, -7.24673, -0.79523], [8.71131, -2.76539, -9.88355], [7.73105, -3.55290, -9.20090], [7.30503, -4.60916, -10.10906], [6.11609, -5.43631, -9.51583], [6.42550, -5.74870, -8.09664], [5.14743, -6.27239, -7.62009], [5.22083, -6.38712, -6.06691], [5.91357, -5.30955, -5.42352], [5.89732, -5.60187, -4.00735], [8.48276, -2.58718, -10.93431], [9.73927, -3.12647, -9.85173], [8.62472, -1.75542, -9.48284], [8.12820, -5.18131, -10.53701], [6.80038, -4.07126, -10.91162], [5.96053, -6.39382, -10.01290], [5.21895, -4.82144, -9.58756], [6.85386, -6.65672, -8.20667], [4.95588, -7.26044, -8.03863], [4.31283, -5.63220, -7.90590], [5.58257, -7.37214, -5.77197], [4.19794, -6.40796, -5.69095], [6.28257, -6.58786, -3.74752], [4.85800, -5.61493, -3.67911], [6.36367, -4.80789, -3.42410], [5.33128, 5.75032, 1.45408], [6.60833, 6.39479, 1.37920], [7.39331, 6.24082, 2.53505], [8.71091, 7.05020, 2.41509], [9.51682, 6.49484, 1.29806], [10.61358, 7.42614, 0.99849], [11.52664, 7.89357, 2.19274], [10.74722, 8.76102, 3.07279], [11.51819, 9.40229, 4.07076], [5.35848, 4.68928, 1.70220], [4.98526, 5.91449, 0.43359], [4.66897, 6.26243, 2.15208], [7.65507, 5.19111, 2.66815], [6.83940, 6.61051, 3.39795], [9.17282, 6.90113, 3.39106], [8.38137, 8.08263, 2.29848], [8.89815, 6.43192, 0.50220], [10.29898, 8.33175, 0.47987], [11.14820, 6.87778, 0.22288], [12.39103, 8.45681, 1.84103], [11.95290, 7.05514, 2.74361], [12.42908, 9.85347, 3.67729], [11.88812, 8.68221, 4.80067], [11.00278, 10.22120, 4.57259], [-8.13448, 4.73956, 5.78860], [-6.72711, 4.53854, 5.66859], [-6.25898, 4.69744, 4.34343], [-4.78792, 4.13197, 4.47490], [-4.10998, 4.92371, 5.53577], [-2.88228, 4.29761, 5.95617], [-1.93423, 5.24675, 6.69049], [-0.71426, 4.59606, 7.07329], [0.08570, 5.26758, 8.03963], [-8.59355, 5.61272, 5.32497], [-8.37355, 4.71212, 6.85171], [-8.72393, 3.92926, 5.35957], [-6.29876, 5.73815, 4.02182], [-6.75859, 4.02918, 3.64205], [-4.27720, 4.23533, 3.51752], [-4.89226, 3.09010, 4.77774], [-4.76871, 4.69145, 6.26531], [-2.35351, 3.81064, 5.13680], [-3.18680, 3.50624, 6.64109], [-2.49939, 5.63483, 7.53788], [-1.60832, 6.12944, 6.14026], [-0.42349, 5.49680, 8.97574], [0.48700, 6.17543, 7.58922], [0.92664, 4.59250, 8.19833]],
  "atomic_forces_ev_per_a": [[-0.032, -0.212, 0.156], [0.707, -1.786, -1.017], [1.052, 1.321, 2.677], [0.136, -0.908, -1.252], [-1.254, 0.726, -0.453], [-0.601, 0.836, -0.109], [-0.102, 0.521, 0.140], [-2.016, -0.099, 0.344], [1.028, -0.307, 0.170], [-0.186, 0.219, -0.831], [0.653, -0.105, -0.198], [0.265, -0.115, -0.252], [-0.085, -0.386, 0.387], [0.432, 0.271, 0.230], [0.421, 0.927, -0.389], [-0.652, -1.284, 0.201], [-0.388, 0.172, 1.097], [0.338, 0.502, -0.064], [0.076, -0.037, -0.196], [0.209, -0.249, -0.647], [-0.066, -0.082, 0.112], [-1.306, 0.524, 0.435], [0.401, 0.349, -0.107], [0.570, -0.662, -0.235], [-0.153, 0.064, 0.088], [0.545, -0.201, -0.280], [-0.375, -0.620, -0.334], [-0.815, 0.529, 0.241], [0.339, -0.105, 0.359], [-0.207, 0.538, 0.111], [-0.650, -0.569, -0.211], [-1.529, -2.122, 0.404], [0.451, 0.529, 0.468], [-0.596, 0.183, -0.761], [0.779, 0.379, -0.183], [0.785, 0.076, 0.426], [0.393, -0.147, -0.200], [0.449, 0.480, -0.425], [-0.185, 0.406, 0.161], [-0.397, 0.085, 0.055], [-0.510, 0.558, 0.175], [0.172, -0.558, -0.511], [0.159, -0.445, 0.133], [0.966, -0.412, 0.030], [0.550, 0.103, -0.241], [0.193, 0.337, 0.202], [0.178, -0.479, -0.045], [0.585, 0.284, 0.211], [-0.966, 0.754, -0.146], [0.233, 0.219, 0.083], [-0.800, 0.846, 0.188], [0.641, -1.094, -1.415], [-1.741, 0.824, 0.251], [2.370, 0.900, 0.676], [-1.589, -0.735, -1.410], [0.087, 0.581, 2.475], [-0.806, 0.284, -0.408], [0.004, -1.369, 0.558], [-0.901, 0.574, -0.459], [-0.308, -0.462, -0.334], [-0.032, -0.288, 0.404], [0.408, -0.092, 0.477], [0.183, -0.162, 0.395], [0.375, -0.030, -0.703], [-0.093, 0.215, -0.785], [0.046, -0.060, 0.137], [1.434, 0.155, 0.301], [-0.335, -0.252, 0.030], [0.116, 0.194, 0.086], [0.769, -0.049, 0.033], [-0.396, 0.127, 0.079], [0.486, -0.008, -0.245], [-0.301, -0.013, 0.101], [0.379, -0.069, -0.439], [0.662, 0.951, -0.785], [-0.296, -0.380, 0.022], [0.858, 0.331, -0.010], [-2.040, -1.715, -0.324], [-0.002, 1.412, 2.039], [0.636, -0.162, -0.227], [-1.209, 0.050, -0.038], [0.545, -0.071, -0.535], [0.817, -0.348, -0.179], [0.308, -0.089, -0.029], [-0.554, -0.396, 0.145], [-0.028, 0.068, 0.162], [-0.098, -0.274, 0.161], [-0.072, -0.050, 0.296], [0.420, 0.260, -0.282], [0.490, 0.306, -0.116], [0.025, 0.028, -0.223], [-0.411, 0.384, 0.209], [0.916, 0.200, 0.241], [-0.061, 0.160, -0.433], [-0.285, -0.279, 0.239], [0.151, 0.124, -0.481], [-0.226, -0.152, 0.337], [-0.551, -0.363, -0.190], [-0.311, -0.796, 0.553], [-1.750, 0.615, -0.386], [2.128, -1.355, 0.620], [-0.825, 1.775, -0.267], [-0.938, -0.343, -0.955], [1.015, -0.596, 0.287], [0.549, 0.329, 0.317], [-0.911, -0.515, 0.428], [0.001, -0.355, -1.118], [0.753, 0.611, 0.013], [0.123, 0.292, -0.007], [0.301, -0.525, -0.251], [0.048, 0.064, -0.026], [-0.468, 0.110, -0.075], [0.143, -0.184, 0.044], [0.118, -0.278, -0.224], [-0.023, 0.929, 0.620], [-0.008, 0.127, -0.209], [0.643, -0.399, 0.271], [0.146, -0.001, 0.526], [-0.495, 0.105, -0.632], [-0.182, -0.081, 0.013], [0.012, 0.373, 0.158], [-0.056, 0.087, 0.301]],
  "mulliken_charge": [0.9998, 1.6093, -0.6292, -0.6661, -0.6402, -0.6742, -0.1678, -0.3791, -0.4758, -0.1935, 0.2763, 0.3106, 0.3339, 0.2957, -0.5029, -0.5183, 0.2287, 0.2347, 0.2343, 0.3236, -0.5559, -0.4800, 0.2290, 0.2528, 0.2600, 0.2943, -0.7969, -0.3081, -0.5598, -0.8515, -0.3273, -0.6054, -0.6057, -0.3184, -0.7360, 0.3285, 0.2726, 0.3074, 0.3367, 0.4207, 0.4162, 0.4068, 0.2838, 0.3691, 0.3417, 0.3519, 0.4303, 0.2779, 0.2669, 0.2985, -0.8085, -0.2725, -0.5336, -0.6269, -0.3131, -0.7354, -0.6722, -0.2582, -0.7506, 0.3324, 0.2894, 0.2688, 0.3573, 0.3457, 0.4031, 0.3054, 0.2541, 0.3546, 0.3994, 0.3842, 0.4035, 0.2999, 0.3146, 0.2590, -0.7239, -0.2986, -0.6813, -0.3228, -0.4584, -0.7596, -0.6050, -0.2704, -0.7963, 0.3014, 0.2286, 0.2866, 0.3624, 0.4047, 0.2791, 0.2816, 0.2652, 0.3505, 0.4298, 0.5021, 0.3484, 0.2894, 0.3286, 0.2581, -0.8255, -0.3135, -0.5458, -0.6255, -0.4398, -0.5217, -0.5540, -0.2660, -0.7142, 0.3150, 0.2728, 0.3056, 0.3602, 0.3841, 0.4053, 0.3350, 0.3379, 0.3932, 0.2615, 0.2854, 0.3311, 0.2920, 0.2956, 0.2312]
}